DFT (ωB97M-V with the def2-TZVPD basis set) results for a cluster of 2 separate species, C10H15N5 in total in a non-equilibrium geometry.

Structure (ORCA input):
```
! RIJCOSX wB97M-V def2-TZVPD def2/J DEFGRID3
* xyz 0 1
H -5.231 2.334 1.590
N -4.341 1.952 1.274
C -4.422 0.938 0.528
C -3.219 0.315 0.024
C -1.891 0.609 0.270
N -1.205 -0.277 -0.491
C 0.160 -0.402 -0.672
N 0.969 0.273 0.012
C 2.371 0.188 -0.273
C 2.852 1.478 -0.949
C 2.764 2.680 -0.017
N -2.071 -1.062 -1.158
N -3.251 -0.724 -0.856
H -5.350 0.453 0.193
H -1.420 1.343 0.885
H 0.413 -1.067 -1.503
H 2.603 -0.674 -0.917
H 2.891 0.075 0.682
H 3.885 1.331 -1.268
H 2.244 1.655 -1.840
H 1.737 2.827 0.308
H 3.388 2.521 0.859
H 3.103 3.579 -0.526
C -0.098 -3.415 -0.516
C 0.451 -2.848 0.512
C 0.965 -2.398 1.612
H 0.455 -3.646 -1.413
H -1.154 -3.634 -0.535
H 1.036 -1.340 1.822
H 1.366 -3.063 2.362
*
```

Calculated values
Largest force on an atom = 1.8 eV Å⁻¹
E_tot = -18060.165 eV
Highest occupied orbital energy = -9.47 eV
Frontier orbital gap = 9.73 eV
SMILES = [H]/N=C/c1cn(/C=N/CCC)nn1.C=C=C